1.
DFT (wB97M-V/def2-TZVPD) results for a molecular structure, C16H25HfNO8S6.

CARTESIAN COORDINATES (ANGSTROEM)
Hf -0.099 0.135 0.114
C 2.576 -1.904 2.003
C 3.334 -1.223 0.869
S 2.629 0.312 0.189
C 3.069 1.573 1.412
C 2.366 1.481 2.757
S 0.576 1.472 2.497
C -0.057 0.583 3.933
C -1.521 0.245 3.674
S -1.875 -0.683 2.157
C -1.506 -2.386 2.640
C -0.038 -2.687 2.914
S 0.886 -2.192 1.446
H 2.578 -1.320 2.921
H 3.045 -2.865 2.212
H 3.397 -1.886 0.006
H 4.355 -0.989 1.170
H 2.837 2.517 0.917
H 4.151 1.540 1.542
H 2.621 2.351 3.362
H 2.663 0.595 3.312
H 0.019 1.235 4.803
H 0.553 -0.298 4.114
H -2.108 1.159 3.592
H -1.933 -0.324 4.509
H -1.874 -2.991 1.810
H -2.119 -2.623 3.510
H 0.096 -3.759 3.051
H 0.328 -2.186 3.807
O -1.430 0.767 -1.555
S -0.498 0.941 -2.716
O -0.800 2.134 -3.474
O 0.837 0.886 -2.129
C -0.834 -0.469 -3.716
C -1.073 -0.259 -5.058
C -1.432 -1.330 -5.877
C -1.562 -2.593 -5.345
C -1.316 -2.816 -3.990
C -0.954 -1.766 -3.171
S -0.528 -2.211 -1.503
O -1.448 -1.564 -0.501
O -0.470 -3.624 -1.420
O 0.742 -1.460 -1.235
H -0.994 0.740 -5.460
H -1.614 -1.161 -6.929
H -1.848 -3.422 -5.978
H -1.388 -3.811 -3.575
N -1.003 4.263 -1.655
C -1.757 3.822 -0.440
C -1.064 2.609 0.143
O 0.163 2.440 -0.122
O -1.701 1.744 0.775
H -1.390 5.122 -2.046
H -1.007 3.517 -2.397
H -0.020 4.419 -1.420
H -2.773 3.566 -0.732
H -1.785 4.636 0.284

Calculated values
electronic energy: -3718.2311 Eh
2S+1: 1
relative energy (zero: lowest compared OMol25 entry of this formula, charge and spin): 0.00 kcal per mole
charge: +2

2.
DFT (wB97M-V/def2-TZVPD) results for a molecular structure, C3H6NO.

CARTESIAN COORDINATES (ANGSTROEM)
C -2.312 -0.010 0.156
C -1.182 -0.087 -0.272
C 0.234 -0.423 -0.473
N 1.082 0.793 0.134
O 0.626 -1.579 0.011
H -3.367 0.086 0.351
H 0.949 -0.108 -1.663
H 0.578 0.957 1.050
H 1.129 1.645 -0.436
H 2.139 0.531 0.301
H 0.125 -1.804 0.839

Calculated values
electronic energy: -247.5058 Eh
2S+1: 1
relative energy (zero: lowest compared OMol25 entry of this formula, charge and spin): 69.24 kcal per mole
charge: +1

3.
DFT (wB97M-V/def2-TZVPD) results for 2 unconnected molecules or ions with the total composition C4H12.

CARTESIAN COORDINATES (ANGSTROEM)
C -2.007 -0.580 -1.373
C -1.830 -1.426 -0.126
H -2.863 0.105 -1.345
H -1.169 0.077 -1.622
H -2.185 -1.234 -2.231
H -2.130 -0.965 0.817
H -0.774 -1.697 -0.026
H -2.375 -2.376 -0.126
C 2.332 1.489 1.209
C 1.517 0.567 0.303
H 1.715 1.790 2.049
H 3.250 1.004 1.540
H 2.638 2.402 0.694
H 0.448 0.613 0.512
H 1.789 -0.478 0.496
H 1.645 0.709 -0.773

Calculated values
electronic energy: -159.5769 Eh
2S+1: 1
relative energy (zero: lowest compared OMol25 entry of this formula, charge and spin): 5.06 kcal per mole

4.
DFT (wB97M-V/def2-TZVPD) results for a gas-phase ion, C3H7N2 (charge +1).

CARTESIAN COORDINATES (ANGSTROEM)
C 0.225 1.431 0.210
C 0.731 0.983 -1.081
C -0.552 -0.550 1.271
N -0.268 0.934 1.168
N -0.334 -1.008 -0.036
H 0.305 2.504 0.254
H 0.181 0.935 -1.970
H 1.825 0.985 -1.098
H 0.210 -0.836 1.937
H -1.581 -0.639 1.471
H -1.251 -0.911 -0.467
H 0.034 -1.961 -0.176

Calculated values
electronic energy: -227.6153 Eh
2S+1: 1
relative energy (zero: lowest compared OMol25 entry of this formula, charge and spin): 87.23 kcal per mole
charge: +1

5.
DFT (wB97M-V/def2-TZVPD) results for a single C2H4N2 molecule.

CARTESIAN COORDINATES (ANGSTROEM)
C -0.887 -0.232 0.301
C 0.808 0.293 -0.306
N 0.185 -0.933 -0.467
N -0.214 0.997 0.279
H -1.801 -0.131 -0.256
H -1.201 -0.855 1.220
H 1.594 0.076 0.390
H 1.517 0.784 -1.162

Calculated values
electronic energy: -187.9243 Eh
2S+1: 1
relative energy (zero: lowest compared OMol25 entry of this formula, charge and spin): 121.74 kcal per mole

6.
DFT (wB97M-V/def2-TZVPD) results for 2 unconnected molecules or ions with the total composition C3H5NOS.

CARTESIAN COORDINATES (ANGSTROEM)
C 1.112 0.656 0.045
C 0.085 0.729 -0.827
C 0.957 -0.695 0.711
N -0.588 -0.439 -0.921
O 0.008 -1.290 -0.140
S -2.778 0.410 0.383
H 1.804 1.292 0.564
H -0.285 1.544 -1.514
H 1.833 -1.308 0.536
H 0.566 -0.395 1.715
H -2.713 -0.504 -0.553

Calculated values
electronic energy: -645.2971 Eh
2S+1: 1
relative energy (zero: lowest compared OMol25 entry of this formula, charge and spin): 134.65 kcal per mole

7.
DFT (wB97M-V/def2-TZVPD) results for 2 unconnected molecules or ions with the total composition C2H8N2OP.

CARTESIAN COORDINATES (ANGSTROEM)
C 3.068 -0.041 -1.074
C -1.673 0.298 0.713
N -2.937 0.797 0.715
N -1.405 -0.969 0.843
O 3.100 -0.312 -2.395
P 1.710 -0.404 -0.217
H 3.837 0.450 -0.701
H -0.801 1.055 0.620
H -3.058 1.801 1.063
H -3.693 0.189 0.949
H -2.174 -1.566 0.832
H -0.389 -1.196 0.569
H 2.289 -0.414 -2.751
H 2.126 0.312 0.835

Calculated values
electronic energy: -606.7899 Eh
2S+1: 1
relative energy (zero: lowest compared OMol25 entry of this formula, charge and spin): 6.62 kcal per mole
charge: +1

8.
DFT (wB97M-V/def2-TZVPD) results for 2 unconnected molecules or ions with the total composition C5H14.

CARTESIAN COORDINATES (ANGSTROEM)
C -0.746 2.175 1.016
C -1.015 2.146 -0.533
C -1.330 0.797 -1.108
H 0.294 2.497 1.135
H -0.721 1.252 1.603
H -1.462 2.864 1.467
H -1.687 2.994 -0.651
H -0.108 2.634 -0.968
H -1.557 0.792 -2.170
H -0.379 0.173 -1.001
H -1.828 0.143 -0.375
C 1.111 -2.008 -0.494
C 1.629 -2.519 0.852
H 0.365 -1.195 -0.480
H 1.902 -1.803 -1.226
H 0.577 -2.885 -0.867
H 0.692 -2.732 1.397
H 2.133 -3.484 0.862
H 2.130 -1.842 1.541

Calculated values
electronic energy: -198.8427 Eh
2S+1: 1
relative energy (zero: lowest compared OMol25 entry of this formula, charge and spin): 29.15 kcal per mole

Number 1: maximum force 0.49 eV Å⁻¹. Number 2: maximum force 6.18 eV Å⁻¹. Number 3: maximum force 0.99 eV Å⁻¹. Number 4: maximum force 6.43 eV Å⁻¹. Number 5: maximum force 5.31 eV Å⁻¹. Number 6: maximum force 3.10 eV Å⁻¹. Number 7: maximum force 5.93 eV Å⁻¹. Number 8: maximum force 2.98 eV Å⁻¹.